20
Properties=species:S:1:pos:R:3:forces:R:3 method="wB97M-V/def2-TZVPD" energy_ev=-7922.2831 mol_weight_g_mol=99.2 de_lowest_kj_mol=53.1 gap_ev=9.52 largest_force_ev_per_a=2.0 smiles=C[C@@H]1CCCN1C e_homo_ev=-8.346
H 0.45533 2.02445 -1.28352 -0.2872 -0.1822 0.2202
H 0.66946 0.32977 2.85307 -0.2302 0.4592 -0.1371
N 0.11686 0.27433 0.79102 0.0171 -0.8481 -0.2086
H -2.35282 -1.26512 -0.79563 -0.4004 0.0674 0.6609
H 1.98842 0.61638 1.66584 -0.5268 0.8021 0.1020
H 1.57175 -0.74745 -0.40932 -0.0618 0.0494 0.0773
C -0.40563 -0.73133 -1.35300 0.4342 0.1701 0.5856
H 1.51107 0.95392 -2.21806 0.3115 0.2808 0.0941
C 1.19308 1.23074 -1.20859 0.7442 -1.0715 0.4482
H 2.03646 1.56439 -0.59660 0.0619 0.4484 -0.4491
H -2.16504 0.45939 -0.92097 0.1382 0.2715 0.4304
H -0.15001 -1.79199 -1.46252 -0.5354 0.0125 0.1798
H -0.48251 -0.33247 -2.36210 0.1555 0.1240 -0.0377
C 1.04470 0.08891 1.86139 1.7842 -0.6717 0.7258
C -1.17617 -0.38981 0.91174 -1.0186 0.4875 -1.1042
H -1.15607 -1.41504 1.30010 0.1945 0.0713 0.2896
C -1.68759 -0.44020 -0.53637 0.7673 -1.2637 -1.1230
C 0.71509 -0.07025 -0.51855 -0.8196 1.2914 -0.9311
H 1.54706 -0.90656 2.01488 -1.1030 -0.2904 -0.4959
H -1.91024 0.23094 1.43301 0.3744 -0.2081 0.6727